# C4H5O2Y

A molecular structure, C4H5O2Y in a non-equilibrium geometry (the ωB97M-V functional and the def2-TZVPD basis, the OMol25 dataset).

Element x y z (Å)
O (-2.445, 0.762, -0.417)
C (-1.572, 0.178, 0.479)
H (-1.723, -0.931, 0.542)
H (-1.528, 0.709, 1.463)
C (-0.187, 0.378, -0.194)
C (0.815, -0.635, 0.306)
C (1.970, -0.327, 0.855)
O (3.033, -0.045, 1.258)
Y (1.654, -0.437, -3.345)
H (0.188, 1.392, 0.020)
H (0.592, -1.706, 0.275)
H (-0.798, 0.661, -1.242)

Results
DFT total energy, a.u.: -343.875034
Kohn-Sham gap, eV: 3.52
E_HOMO, eV: -6.1
Net charge: 0



# C5H11IO2S

A single C5H11IO2S molecule in a non-equilibrium geometry (the ωB97M-V functional and the def2-TZVPD basis, the OMol25 dataset).

Element x y z (Å)
C (1.477, -1.445, -0.609)
C (0.172, -0.800, -0.921)
C (-0.175, 0.233, 0.136)
C (0.726, 1.465, 0.027)
C (-0.277, -0.360, 1.462)
S (-1.854, 0.974, -0.150)
O (-1.963, 1.455, -1.460)
O (-1.961, 1.833, 0.978)
I (-3.536, -0.770, 0.124)
H (2.107, -0.600, -0.169)
H (2.013, -1.848, -1.468)
H (1.357, -2.257, 0.145)
H (-0.580, -1.483, -1.315)
H (0.416, -0.109, -1.838)
H (0.639, 1.820, -1.036)
H (0.472, 2.149, 0.762)
H (1.821, 1.362, -0.013)
H (-0.851, -1.207, 1.289)
H (-0.699, 0.235, 2.242)
H (0.696, -0.647, 1.813)

Results
SMILES: CCC(C)(C)S(=O)(=O)I
DFT total energy, a.u.: -1043.426585
ΔE to the lowest compared entry with this formula, charge and spin, kcal per mole: 0.0
Kohn-Sham gap, eV: 9.37
E_HOMO, eV: -10.1
Net charge: 0



# C39H39BF3NO3

2 unconnected molecules or ions with the total composition C39H39BF3NO3 in a non-equilibrium geometry (the ωB97M-V functional and the def2-TZVPD basis, the OMol25 dataset).

Element x y z (Å)
C (-0.339, -5.571, -1.490)
C (-0.834, -4.306, -0.995)
C (-1.040, -3.871, 0.299)
C (-1.642, -2.588, 0.201)
C (-1.805, -2.321, -1.158)
B (1.853, -0.088, 1.448)
C (-2.687, -1.418, -1.817)
C (-3.783, -0.889, -1.097)
C (-4.697, -0.065, -1.730)
C (-4.508, 0.233, -3.074)
C (-5.420, 1.211, -3.742)
F (-4.694, 2.246, -4.288)
F (-6.144, 0.644, -4.754)
F (-6.315, 1.781, -2.883)
C (-3.446, -0.281, -3.808)
C (-2.551, -1.138, -3.198)
O (1.167, -0.579, 2.612)
C (1.942, -1.679, 3.075)
C (2.718, -1.237, 4.296)
C (0.991, -2.791, 3.481)
C (2.933, -2.062, 1.834)
C (4.399, -2.271, 2.183)
C (2.354, -3.184, 0.969)
O (2.961, -0.904, 1.044)
O (-1.271, -3.366, -1.891)
H (-0.856, -6.375, -0.947)
H (-0.514, -5.689, -2.562)
H (0.735, -5.677, -1.275)
H (-0.828, -4.434, 1.206)
H (-1.922, -1.924, 1.016)
H (-3.886, -1.125, -0.035)
H (-5.537, 0.356, -1.188)
H (-3.322, -0.007, -4.851)
H (-1.738, -1.593, -3.772)
H (3.284, -2.084, 4.693)
H (3.384, -0.406, 4.058)
H (2.009, -0.893, 5.055)
H (1.564, -3.683, 3.759)
H (0.429, -2.479, 4.368)
H (0.269, -3.033, 2.692)
H (4.530, -3.124, 2.850)
H (4.959, -2.441, 1.257)
H (4.808, -1.356, 2.629)
H (2.368, -4.154, 1.488)
H (1.328, -2.926, 0.669)
H (2.943, -3.287, 0.051)
C (-3.912, 4.251, -1.123)
N (-3.155, 3.914, 0.071)
C (-3.170, 4.872, 1.157)
C (-2.325, 2.835, 0.120)
C (-2.010, 2.103, -1.053)
C (-1.060, 1.116, -1.038)
C (-0.403, 0.705, 0.166)
C (0.758, -0.130, 0.072)
C (2.646, 1.312, 1.529)
C (3.124, 1.799, 0.308)
C (3.976, 2.939, 0.366)
C (4.350, 3.481, 1.606)
C (3.870, 2.935, 2.798)
C (2.980, 1.855, 2.754)
C (2.772, 1.105, -0.955)
C (1.677, 0.136, -1.039)
C (1.399, -0.463, -2.289)
C (1.957, 0.048, -3.461)
C (2.984, 1.007, -3.380)
C (3.445, 1.446, -2.131)
C (-0.869, 1.328, 1.379)
C (-1.726, 2.408, 1.343)
H (-4.620, 3.456, -1.404)
H (-4.482, 5.156, -0.905)
H (-3.261, 4.459, -1.984)
H (-2.229, 5.448, 1.189)
H (-4.001, 5.562, 0.998)
H (-3.312, 4.352, 2.111)
H (-2.505, 2.371, -1.986)
H (-0.745, 0.690, -1.991)
H (4.359, 3.393, -0.547)
H (5.018, 4.344, 1.647)
H (4.158, 3.301, 3.788)
H (2.573, 1.426, 3.678)
H (0.673, -1.283, -2.315)
H (1.603, -0.317, -4.423)
H (3.427, 1.425, -4.281)
H (4.324, 2.092, -2.068)
H (-0.485, 1.010, 2.351)
H (-1.951, 2.941, 2.268)

Results
DFT total energy, a.u.: -2114.449847
ΔE to the lowest compared entry with this formula, charge and spin, kcal per mole: 0.0
Kohn-Sham gap, eV: 5.97
E_HOMO, eV: -7.4
Net charge: 0



# C16H26N2O

A single C16H26N2O molecule (the ωB97M-V functional and the def2-TZVPD basis, the OMol25 dataset).

Element x y z (Å)
C (4.813, 1.339, 1.238)
C (4.484, 0.686, -0.101)
N (3.106, 0.222, -0.139)
C (2.929, -0.958, -0.971)
C (3.318, -2.225, -0.216)
C (2.166, 1.285, -0.454)
C (0.794, 1.011, 0.161)
C (-0.137, 2.214, 0.014)
N (-1.474, 1.908, 0.468)
C (-2.491, 1.680, -0.394)
O (-2.410, 1.901, -1.584)
C (-3.771, 1.170, 0.256)
C (-3.545, -0.053, 1.158)
C (-2.501, -0.993, 0.615)
C (-2.516, -1.388, -0.718)
C (-1.540, -2.235, -1.211)
C (-0.541, -2.711, -0.379)
C (-0.524, -2.334, 0.952)
C (-1.495, -1.478, 1.441)
H (5.866, 1.605, 1.273)
H (4.226, 2.240, 1.395)
H (4.596, 0.644, 2.045)
H (5.138, -0.177, -0.231)
H (4.697, 1.391, -0.924)
H (3.511, -0.885, -1.906)
H (1.875, -1.031, -1.243)
H (4.373, -2.224, 0.044)
H (2.739, -2.292, 0.700)
H (3.117, -3.101, -0.829)
H (2.551, 2.215, -0.031)
H (2.061, 1.433, -1.543)
H (0.931, 0.768, 1.216)
H (0.327, 0.151, -0.321)
H (-0.226, 2.495, -1.038)
H (0.250, 3.068, 0.579)
H (-1.569, 1.615, 1.426)
H (-4.459, 0.929, -0.555)
H (-4.215, 1.982, 0.837)
H (-4.494, -0.589, 1.259)
H (-3.253, 0.265, 2.162)
H (-3.288, -1.025, -1.378)
H (-1.561, -2.525, -2.252)
H (0.221, -3.371, -0.766)
H (0.250, -2.701, 1.610)
H (-1.471, -1.185, 2.483)

Results
SMILES: CCN(CC)CCCNC(=O)CCc1ccccc1
DFT total energy, a.u.: -810.037351
ΔE to the lowest compared entry with this formula, charge and spin, kcal per mole: 8.0
Kohn-Sham gap, eV: 9.19
E_HOMO, eV: -8.4
Net charge: 0



# C13H20ClIN2OPSeY

A molecular structure, C13H20ClIN2OPSeY in a non-equilibrium geometry (the ωB97M-V functional and the def2-TZVPD basis, the OMol25 dataset).

Element x y z (Å)
C (-4.948, 0.886, -3.548)
I (-2.990, 0.207, -2.697)
H (-5.084, 1.949, -3.347)
H (-5.712, 0.276, -3.060)
H (-4.897, 0.675, -4.618)
Y (-0.597, 0.684, -0.935)
P (0.925, 0.679, -3.267)
C (1.139, -0.689, -4.443)
C (0.264, 2.010, -4.334)
H (2.680, 2.085, -2.363)
H (3.100, 1.473, -4.005)
H (3.232, 0.405, -2.555)
C (2.661, 1.213, -3.031)
H (0.153, 2.924, -3.736)
H (0.963, 2.177, -5.166)
H (1.737, -0.348, -5.301)
H (0.159, -1.044, -4.783)
H (-0.726, 1.723, -4.714)
H (1.650, -1.519, -3.937)
C (-0.528, -1.569, -1.950)
O (-0.674, -2.637, -2.363)
Cl (-0.452, 3.159, -0.760)
C (0.380, 1.567, 2.790)
N (0.586, 0.135, 2.894)
C (1.111, -0.692, 1.936)
Se (1.770, -0.268, 0.247)
N (1.194, -1.927, 2.520)
C (0.733, -1.886, 3.841)
C (0.590, -2.892, 4.786)
C (0.003, -2.528, 6.006)
C (-0.411, -1.203, 6.243)
C (-0.245, -0.202, 5.275)
C (0.343, -0.584, 4.075)
H (0.786, 1.954, 1.852)
H (0.876, 2.064, 3.630)
H (-0.690, 1.793, 2.827)
H (1.557, -2.745, 2.040)
H (0.936, -3.897, 4.545)
H (-0.145, -3.266, 6.793)
H (-0.869, -0.971, 7.201)
H (-0.558, 0.828, 5.412)

Results
DFT total energy, a.u.: -4230.704056
ΔE to the lowest compared entry with this formula, charge and spin, kcal per mole: 4.5
Kohn-Sham gap, eV: 6.73
E_HOMO, eV: -14.4
Net charge: +2



# C4H12

2 unconnected molecules or ions with the total composition C4H12 in a non-equilibrium geometry (the ωB97M-V functional and the def2-TZVPD basis, the OMol25 dataset).

Element x y z (Å)
C (-1.701, -1.837, -1.414)
C (-0.388, -1.133, -1.624)
H (-2.512, -1.371, -2.001)
H (-1.634, -2.922, -1.711)
H (-2.090, -1.745, -0.275)
H (0.389, -1.331, -1.008)
H (-0.653, -0.068, -2.011)
H (0.148, -1.651, -2.392)
C (0.767, 1.248, 0.856)
C (1.408, 1.554, 2.162)
H (1.386, 0.528, 0.331)
H (-0.306, 1.164, 1.060)
H (0.811, 2.160, 0.230)
H (1.245, 2.732, 2.312)
H (2.453, 1.410, 2.354)
H (0.677, 1.262, 3.133)

Results
SMILES: CC.CC
DFT total energy, a.u.: -159.510156
ΔE to the lowest compared entry with this formula, charge and spin, kcal per mole: 46.9
Kohn-Sham gap, eV: 11.71
E_HOMO, eV: -10.6
Net charge: 0



# C2H2FOS

A gas-phase ion, C2H2FOS (charge -1) in a non-equilibrium geometry (the ωB97M-V functional and the def2-TZVPD basis, the OMol25 dataset).

Element x y z (Å)
O (-0.723, 1.597, -0.843)
C (-0.733, 0.726, -0.019)
S (-1.851, 0.071, 1.049)
C (0.632, -0.453, -0.023)
F (1.848, 0.036, -0.521)
H (0.188, -1.345, -0.598)
H (0.639, -0.631, 0.954)

Results
SMILES: [O-]C(=S)CF
DFT total energy, a.u.: -650.727366
ΔE to the lowest compared entry with this formula, charge and spin, kcal per mole: 10.8
Kohn-Sham gap, eV: 7.37
E_HOMO, eV: -3.4
Net charge: -1



# C4H11N3

A single C4H11N3 molecule in a non-equilibrium geometry (the ωB97M-V functional and the def2-TZVPD basis, the OMol25 dataset).

Element x y z (Å)
H (1.409, 2.744, 1.664)
N (1.389, 1.694, 1.308)
C (0.743, 1.863, 0.208)
N (0.127, 0.957, -0.682)
C (-0.140, -0.424, -0.611)
C (-0.770, -0.905, -1.871)
C (-0.576, -1.016, 0.787)
N (0.748, -1.154, 1.634)
H (0.548, 2.878, -0.318)
H (-0.726, 1.470, -1.171)
H (0.945, -0.830, -0.481)
H (-0.105, -0.627, -2.742)
H (-0.808, -2.053, -2.033)
H (-1.733, -0.455, -1.859)
H (-1.086, -2.081, 0.517)
H (-1.480, -0.528, 1.432)
H (0.424, -1.484, 2.551)
H (1.092, -0.049, 1.664)

Results
SMILES: [H]/N=C/N[C@H](C)CN
DFT total energy, a.u.: -323.172195
ΔE to the lowest compared entry with this formula, charge and spin, kcal per mole: 84.3
Kohn-Sham gap, eV: 9.37
E_HOMO, eV: -8.7
Net charge: 0



Question: What is the Kohn-Sham gap in the sixth record?
Answer: 11.71 eV



Question: The lowest E_HOMO belongs to which entry?
Answer: C13H20ClIN2OPSeY